No. 1
{"formula": "C16H24ClN5O", "method": "ωB97M-V with the def2-TZVPD basis set", "species": ["C", "C", "C", "C", "C", "C", "C", "C", "N", "C", "N", "C", "Cl", "N", "C", "N", "C", "C", "C", "C", "C", "O", "N", "H", "H", "H", "H", "H", "H", "H", "H", "H", "H", "H", "H", "H", "H", "H", "H", "H", "H", "H", "H", "H", "H", "H", "H"], "xyz": [[-0.0341, 7.3126, 6.3037], [0.7903, 7.3021, 5.0216], [0.1513, 6.4822, 3.9002], [0.1060, 4.9845, 4.1953], [-0.4249, 4.1871, 3.0061], [-0.4914, 2.6916, 3.3070], [-1.0150, 1.8903, 2.1183], [-1.0892, 0.3968, 2.4433], [-1.5839, -0.3767, 1.3325], [-0.8160, -1.1320, 0.5430], [0.4817, -1.2814, 0.8675], [1.1467, -2.0676, 0.0582], [2.8012, -2.2920, 0.4181], [0.6942, -2.7037, -0.9943], [-0.6100, -2.4886, -1.2432], [-1.1679, -3.1277, -2.2796], [-0.4057, -3.8646, -3.2650], [-0.3695, -3.1501, -4.5767], [-1.0571, -3.3544, -5.7383], [-0.6400, -2.3368, -6.6305], [0.2625, -1.5883, -5.9413], [0.4309, -2.0708, -4.7016], [-1.4004, -1.7094, -0.5083], [0.4186, 7.9757, 7.0375], [-0.0932, 6.3184, 6.7386], [-1.0445, 7.6628, 6.1033], [0.9122, 8.3306, 4.6735], [1.7858, 6.9058, 5.2341], [0.7237, 6.6405, 2.9827], [-0.8633, 6.8465, 3.7218], [-0.5332, 4.7978, 5.0598], [1.1114, 4.6356, 4.4422], [0.2216, 4.3526, 2.1414], [-1.4227, 4.5492, 2.7460], [-1.1425, 2.5258, 4.1687], [0.5048, 2.3315, 3.5709], [-0.3558, 2.0326, 1.2601], [-2.0089, 2.2521, 1.8423], [-1.7469, 0.2362, 3.3039], [-0.0946, 0.0142, 2.6756], [-2.5315, -0.2343, 1.0194], [-2.1260, -2.8888, -2.4838], [-0.8527, -4.8531, -3.4050], [0.6031, -3.9623, -2.8575], [-1.7627, -4.1351, -5.9368], [-0.9679, -2.1883, -7.6386], [0.8329, -0.7227, -6.2136]], "nbo_charge": [-0.6073, -0.3878, -0.3873, -0.3925, -0.3825, -0.3900, -0.3960, -0.2206, -0.5605, 0.6061, -0.5947, 0.4363, 0.0319, -0.5958, 0.6060, -0.5600, -0.2742, 0.2559, -0.3040, -0.3192, 0.0932, -0.3930, -0.5898, 0.2092, 0.2006, 0.1992, 0.1984, 0.1928, 0.1982, 0.1914, 0.1939, 0.1938, 0.1949, 0.1926, 0.1926, 0.1991, 0.2049, 0.1904, 0.1894, 0.2383, 0.4041, 0.4078, 0.2127, 0.2642, 0.2248, 0.2284, 0.2039], "charge": 0, "e_above_lowest_ev": 0.009, "orbital_gap_ev": 9.542, "smiles": "CCCCCCCCNc1nc(Cl)nc(NCc2ccco2)n1", "e_lumo_ha": 0.0318, "homo_ev": -8.68}

No. 2
{"formula": "C16H24KO12", "method": "ωB97M-V with the def2-TZVPD basis set", "species": ["K", "C", "C", "C", "O", "C", "O", "O", "H", "H", "H", "H", "H", "H", "C", "C", "C", "O", "C", "O", "O", "H", "H", "H", "H", "H", "H", "C", "C", "C", "O", "C", "O", "O", "H", "H", "H", "H", "H", "H", "C", "C", "C", "O", "C", "O", "O", "H", "H", "H", "H", "H", "H"], "xyz": [[8.8647, 16.8808, -8.8389], [5.6682, 11.5891, -16.1449], [6.5132, 11.5324, -14.8328], [7.9256, 11.9421, -15.0054], [8.1087, 12.7590, -13.8849], [7.0053, 12.8490, -13.1491], [6.8957, 13.5663, -12.1610], [5.9664, 12.2774, -13.8295], [5.4874, 12.6215, -16.4438], [4.6319, 11.2722, -16.0282], [6.1647, 11.0059, -16.9204], [6.4933, 10.4666, -14.6050], [8.1624, 12.3572, -15.9851], [8.5721, 11.0651, -14.9727], [17.9708, 16.6119, -6.6065], [16.8937, 17.6232, -6.9257], [16.8115, 18.0496, -8.3595], [15.5594, 17.5499, -8.8199], [14.8563, 17.0672, -7.8055], [13.6825, 16.6758, -7.8683], [15.6275, 17.0680, -6.6828], [18.9157, 17.1509, -6.6752], [17.9820, 15.8436, -7.3796], [17.7533, 16.2245, -5.6111], [16.9357, 18.4952, -6.2732], [17.6614, 17.6443, -8.9086], [16.9437, 19.1167, -8.5381], [3.1379, 14.0007, -7.5151], [4.1438, 13.0233, -6.8013], [4.8475, 12.0487, -7.8152], [6.1094, 12.0554, -7.5043], [6.4254, 13.0651, -6.7876], [7.5475, 13.5332, -6.6088], [5.2452, 13.7802, -6.4263], [2.0967, 13.7105, -7.3747], [3.3122, 14.0137, -8.5910], [3.2433, 14.9813, -7.0510], [3.6844, 12.5962, -5.9099], [4.7611, 12.3591, -8.8565], [4.5038, 11.0212, -7.6963], [11.2559, 21.7624, -2.3300], [11.3281, 22.2996, -3.7733], [12.7294, 22.2767, -4.3095], [12.6123, 21.3546, -5.3379], [11.2864, 21.0221, -5.5832], [10.8189, 20.3172, -6.4843], [10.5587, 21.4877, -4.6181], [11.6800, 20.7582, -2.3230], [10.2388, 21.6492, -1.9548], [11.7399, 22.3102, -1.5214], [11.0462, 23.3519, -3.8105], [13.4194, 22.0295, -3.5027], [12.9441, 23.2996, -4.6191]], "nbo_charge": [0.9967, -0.6256, 0.0561, -0.0945, -0.4701, 0.9768, -0.6096, -0.4662, 0.2157, 0.2302, 0.2207, 0.1735, 0.1993, 0.1946, -0.6206, 0.0630, -0.0999, -0.4721, 0.9816, -0.6197, -0.4848, 0.2200, 0.2157, 0.2355, 0.1888, 0.1934, 0.1994, -0.6285, 0.0648, -0.0865, -0.4491, 0.9799, -0.6143, -0.5069, 0.2242, 0.2101, 0.2302, 0.1908, 0.1859, 0.2003, -0.6419, 0.0609, -0.0860, -0.4897, 0.9870, -0.6193, -0.4578, 0.2129, 0.2302, 0.2319, 0.1904, 0.1976, 0.1848], "charge": 1, "e_above_lowest_ev": 2.288, "orbital_gap_ev": 9.583, "e_lumo_ha": -0.1161, "homo_ev": -12.74}

No. 3
{"formula": "C16H24N2O5S", "method": "ωB97M-V with the def2-TZVPD basis set", "species": ["C", "O", "C", "C", "C", "C", "O", "C", "C", "C", "N", "C", "O", "C", "C", "C", "N", "S", "C", "O", "O", "C", "C", "C", "H", "H", "H", "H", "H", "H", "H", "H", "H", "H", "H", "H", "H", "H", "H", "H", "H", "H", "H", "H", "H", "H", "H", "H"], "xyz": [[2.7974, -2.4873, 0.3716], [2.2803, -2.8190, 1.6376], [0.9352, -2.7154, 1.8340], [0.4694, -3.0533, 3.1023], [-0.8748, -2.9774, 3.4067], [-1.7942, -2.5569, 2.4507], [-3.1410, -2.4317, 2.6722], [-3.6530, -2.8332, 3.9187], [-1.3362, -2.2316, 1.1706], [-2.2853, -1.7351, 0.1092], [-2.1218, -0.3066, -0.0895], [-1.3951, 0.2061, -1.1055], [-0.9640, -0.4799, -2.0115], [-1.1733, 1.7129, -0.9825], [0.0251, 1.9616, -0.0520], [1.3217, 1.5200, -0.7284], [1.5222, 2.2047, -1.9864], [2.0552, 3.7881, -1.8669], [3.3873, 3.7691, -3.0919], [2.6417, 3.9818, -0.5723], [1.0626, 4.7305, -2.3043], [0.4353, 1.9972, -2.9217], [-0.9238, 2.3845, -2.3367], [0.0171, -2.3075, 0.8750], [3.8711, -2.6548, 0.4404], [2.6109, -1.4371, 0.1233], [2.3809, -3.1261, -0.4136], [1.1814, -3.3758, 3.8449], [-1.1951, -3.2447, 4.4008], [-4.7305, -2.6889, 3.8529], [-3.4417, -3.8880, 4.1202], [-3.2570, -2.2200, 4.7349], [-2.0627, -2.2063, -0.8510], [-3.3167, -1.9425, 0.3974], [-2.3868, 0.2858, 0.6813], [-2.0712, 2.1523, -0.5331], [-0.0994, 1.4257, 0.8919], [0.1020, 3.0307, 0.1592], [2.1781, 1.7540, -0.0956], [1.2992, 0.4468, -0.9390], [4.1085, 3.0306, -2.7711], [3.8307, 4.7561, -3.1212], [2.9631, 3.5127, -4.0527], [0.6416, 2.6045, -3.8035], [0.4311, 0.9401, -3.1978], [-0.9444, 3.4673, -2.2030], [-1.7071, 2.0993, -3.0406], [0.3262, -2.0432, -0.1237]], "nbo_charge": [-0.2505, -0.4946, 0.2861, -0.2270, -0.2799, 0.2544, -0.5109, -0.2491, 0.0059, -0.2680, -0.6058, 0.6890, -0.6562, -0.3018, -0.4149, -0.2343, -0.6866, 2.3059, -0.8556, -0.9517, -0.9530, -0.2348, -0.4227, -0.3060, 0.2005, 0.1729, 0.1775, 0.2233, 0.2200, 0.1998, 0.1771, 0.1743, 0.2404, 0.2238, 0.3950, 0.2181, 0.2154, 0.2231, 0.2384, 0.2069, 0.2413, 0.2448, 0.2356, 0.2095, 0.2381, 0.2353, 0.2207, 0.2302], "charge": 0, "e_above_lowest_ev": 1.287, "orbital_gap_ev": 8.732, "smiles": "COc1ccc(OC)c(CNC(=O)C2CCN(S(C)(=O)=O)CC2)c1", "e_lumo_ha": 0.0242, "homo_ev": -8.07}

No. 4
{"formula": "C16H24N3O6Sr2", "method": "ωB97M-V with the def2-TZVPD basis set", "species": ["N", "H", "H", "H", "H", "Sr", "Sr", "C", "C", "O", "H", "H", "H", "H", "H", "C", "C", "O", "H", "H", "H", "H", "H", "C", "C", "C", "C", "C", "C", "N", "O", "O", "H", "H", "H", "H", "H", "C", "C", "C", "C", "C", "C", "N", "O", "O", "H", "H", "H", "H", "H"], "xyz": [[-0.2609, -4.0494, -0.6909], [-0.0649, -4.1141, -1.6796], [0.6309, -4.3885, -0.3596], [-1.0204, -4.5818, -0.2912], [-0.3123, -3.0695, -0.4514], [-1.7629, -2.9178, 3.0154], [1.9753, -1.5210, 1.6688], [2.7652, 2.4378, 4.1430], [1.7500, 1.4809, 3.4750], [2.0923, 0.0926, 3.6500], [3.7657, 2.5150, 3.7174], [2.7854, 2.2084, 5.2084], [2.3751, 3.4538, 4.0830], [1.7283, 1.5723, 2.3891], [0.7247, 1.7400, 3.7389], [-0.0965, 0.0489, -0.6537], [-1.2276, -0.8294, 0.0601], [-0.6288, -1.5490, 1.0876], [0.5785, 0.4637, 0.0949], [-0.4293, 0.7590, -1.4108], [0.5880, -0.5829, -1.2198], [-1.6070, -1.4948, -0.7154], [-2.1725, -0.4429, 0.4418], [3.6486, 4.4200, -1.4920], [4.9168, 4.0450, -1.7547], [5.3976, 2.8812, -1.1509], [4.4898, 1.9931, -0.4559], [3.1879, 2.4442, -0.2986], [2.7721, 3.6007, -0.8478], [4.8295, 0.6541, 0.0022], [4.0386, -0.0662, 0.4852], [6.0337, 0.2999, -0.0933], [3.2252, 5.2287, -2.0691], [5.4767, 4.6059, -2.4884], [6.4220, 2.6410, -1.3946], [2.4425, 1.8507, 0.2098], [1.7195, 3.8246, -0.7572], [-5.0585, -2.1149, -3.0831], [-4.3661, -2.9547, -2.2616], [-4.2575, -2.6544, -0.9256], [-4.9843, -1.6096, -0.3138], [-5.7561, -0.8303, -1.2264], [-5.7462, -1.0735, -2.5476], [-5.1457, -1.5370, 1.0768], [-5.9297, -0.7865, 1.6475], [-4.3086, -2.2068, 1.7346], [-4.9983, -2.2537, -4.1524], [-3.8820, -3.8451, -2.6348], [-3.5947, -3.2944, -0.3621], [-6.4340, -0.0448, -0.9266], [-6.3151, -0.4488, -3.2203]], "nbo_charge": [-0.8920, 0.4471, 0.4299, 0.4436, 0.4671, 1.2605, 1.7287, -0.6377, -0.0417, -1.0825, 0.2086, 0.2233, 0.2079, 0.0919, 0.1438, -0.6365, -0.0587, -1.2380, 0.1841, 0.2543, 0.1787, 0.1153, 0.1820, -0.1401, -0.2027, -0.1302, -0.0069, -0.1767, -0.2143, 0.5469, -0.4933, -0.3375, 0.2303, 0.2461, 0.2539, 0.2121, 0.2271, -0.1086, -0.2329, -0.1585, -0.0110, -0.1300, -0.2170, 0.5243, -0.2653, -0.5652, 0.2387, 0.2240, 0.2011, 0.2586, 0.2473], "charge": 2, "orbital_gap_ev": [4.785, 5.146], "spin_multiplicity": 2, "e_lumo_ha": [-0.2455, -0.2698], "homo_ev": [-11.47, -12.49]}

No. 5
{"formula": "C16H24N4O3S", "method": "ωB97M-V with the def2-TZVPD basis set", "species": ["C", "S", "C", "C", "C", "N", "C", "N", "O", "C", "O", "N", "C", "C", "C", "O", "N", "C", "C", "C", "C", "C", "C", "C", "H", "H", "H", "H", "H", "H", "H", "H", "H", "H", "H", "H", "H", "H", "H", "H", "H", "H", "H", "H", "H", "H", "H", "H"], "xyz": [[-2.0935, 3.7815, -1.3177], [-1.0168, 2.3375, -1.5426], [-0.6266, 1.9431, 0.1940], [-1.8228, 1.4771, 1.0114], [-2.5150, 0.2668, 0.3806], [-3.6837, -0.0967, 1.1614], [-4.7262, -0.7444, 0.5486], [-5.6344, -1.2884, 1.4137], [-4.8461, -0.8213, -0.6564], [-1.5501, -0.9217, 0.3855], [-0.9891, -1.2282, 1.4390], [-1.3738, -1.6199, -0.7417], [-1.9345, -1.2504, -2.0273], [-0.4967, -2.7788, -0.6954], [0.9635, -2.3717, -0.9630], [1.5483, -2.6904, -1.9740], [1.4528, -1.6205, 0.0504], [2.6878, -0.9726, 0.1505], [2.9093, -0.1817, 1.2755], [4.1073, 0.4863, 1.4343], [5.1123, 0.3847, 0.4807], [6.4082, 1.1205, 0.6402], [4.8794, -0.4048, -0.6391], [3.6862, -1.0794, -0.8123], [-2.2454, 4.2088, -2.3030], [-1.5988, 4.5015, -0.6721], [-3.0476, 3.4742, -0.9000], [-0.1771, 2.8315, 0.6395], [0.1310, 1.1620, 0.1325], [-2.5491, 2.2840, 1.1226], [-1.4662, 1.1954, 2.0058], [-2.8673, 0.5075, -0.6216], [-3.4875, -0.3273, 2.1249], [-5.6462, -1.0236, 2.3827], [-6.5030, -1.5970, 1.0114], [-1.6334, -1.9916, -2.7622], [-1.5575, -0.2786, -2.3523], [-3.0249, -1.2243, -1.9764], [-0.8090, -3.5016, -1.4491], [-0.5713, -3.2284, 0.2993], [0.8232, -1.4706, 0.8377], [2.1354, -0.0979, 2.0263], [4.2639, 1.0943, 2.3141], [6.4036, 2.0241, 0.0294], [6.5663, 1.4114, 1.6759], [7.2438, 0.5038, 0.3156], [5.6491, -0.4961, -1.3919], [3.5220, -1.6881, -1.6854]], "nbo_charge": [-0.7399, 0.1743, -0.5235, -0.4138, -0.1555, -0.6284, 0.7852, -0.8385, -0.6650, 0.6907, -0.7018, -0.4088, -0.4396, -0.3091, 0.6690, -0.6048, -0.6475, 0.2184, -0.2668, -0.1917, -0.0408, -0.6234, -0.1956, -0.2500, 0.2351, 0.2145, 0.2120, 0.2233, 0.2298, 0.2152, 0.2266, 0.2588, 0.3945, 0.3867, 0.4064, 0.2172, 0.2178, 0.2461, 0.2269, 0.2382, 0.4345, 0.2108, 0.2067, 0.2177, 0.2124, 0.2163, 0.2087, 0.2508], "charge": 0, "e_above_lowest_ev": 0.000, "orbital_gap_ev": 8.729, "smiles": "CSCC[C@H](NC(N)=O)C(=O)N(C)CC(=O)Nc1ccc(C)cc1", "e_lumo_ha": 0.0222, "homo_ev": -8.12}

No. 6
{"formula": "C16H24N4O3S", "method": "ωB97M-V with the def2-TZVPD basis set", "species": ["C", "C", "O", "C", "C", "C", "C", "C", "C", "N", "N", "C", "S", "N", "C", "C", "N", "C", "C", "O", "C", "C", "C", "O", "H", "H", "H", "H", "H", "H", "H", "H", "H", "H", "H", "H", "H", "H", "H", "H", "H", "H", "H", "H", "H", "H", "H", "H"], "xyz": [[7.7295, 0.2073, -0.7443], [6.4241, 0.7387, -0.1742], [5.4312, -0.2448, -0.3867], [4.1495, 0.0087, 0.0368], [3.7177, 1.1549, 0.6782], [2.3824, 1.2750, 1.0499], [1.4875, 0.2661, 0.7867], [1.9007, -0.9050, 0.1398], [0.9846, -1.9796, -0.1561], [-0.2392, -1.9323, 0.2075], [-1.0466, -2.9490, -0.1145], [-2.3756, -3.0446, 0.1569], [-3.1910, -4.3137, -0.5344], [-3.0111, -2.2050, 0.9895], [-2.5375, -0.9506, 1.5232], [-2.6714, 0.1794, 0.4873], [-4.0614, 0.2878, 0.0785], [-4.2911, 0.4500, -1.3466], [-4.0262, 1.8857, -1.8151], [-4.8182, 2.8053, -1.0914], [-4.5732, 2.7074, 0.2952], [-4.8294, 1.2832, 0.8086], [3.2418, -1.0294, -0.2365], [3.6789, -2.1499, -0.8655], [8.0067, -0.7169, -0.2441], [8.5181, 0.9397, -0.5998], [7.6194, 0.0086, -1.8071], [6.1392, 1.6717, -0.6789], [6.5298, 0.9365, 0.9010], [4.4035, 1.9583, 0.8936], [2.0566, 2.1747, 1.5489], [0.4508, 0.3522, 1.0669], [1.3882, -2.8324, -0.7075], [-0.6835, -3.7187, -0.6834], [-4.0157, -2.3123, 0.9657], [-1.4938, -1.0573, 1.8175], [-3.1460, -0.7243, 2.4012], [-2.0520, -0.0769, -0.3746], [-2.2769, 1.1069, 0.9231], [-3.6666, -0.2542, -1.8980], [-5.3412, 0.2059, -1.5357], [-4.2988, 2.0125, -2.8637], [-2.9592, 2.1311, -1.6870], [-5.2481, 3.4190, 0.7734], [-3.5332, 3.0043, 0.5082], [-4.5900, 1.2194, 1.8712], [-5.8885, 1.0447, 0.6717], [4.6254, -2.0382, -1.0354]], "nbo_charge": [-0.6193, -0.0612, -0.5408, 0.2933, -0.2952, -0.2227, -0.1987, -0.0799, 0.0251, -0.2425, -0.4288, 0.2866, -0.2905, -0.5798, -0.2320, -0.2345, -0.4639, -0.2412, -0.0903, -0.5277, -0.0892, -0.2460, 0.2602, -0.6711, 0.2147, 0.2182, 0.2147, 0.1752, 0.1751, 0.2217, 0.2157, 0.2184, 0.1816, 0.3952, 0.4262, 0.2314, 0.1980, 0.2091, 0.1797, 0.2082, 0.2010, 0.1963, 0.1565, 0.1958, 0.1550, 0.1983, 0.2020, 0.5022], "charge": 0, "e_above_lowest_ev": 3.885, "orbital_gap_ev": 7.966, "smiles": "CCOc1cccc(/C=N/NC(=S)NCCN2CCOCC2)c1O", "e_lumo_ha": 0.0065, "homo_ev": -7.79}